1.
44
Properties=species:S:1:pos:R:3:mulliken_spin:R:1 method="wB97M-V/def2-TZVPD" homo_energy_ev="-9.64 / -9.63" spin_multiplicity=3 s2=2.004 energy_ha=-2403.4515 relative_energy_kj_mol=116.5 charge=0 homo_lumo_gap_ev="9.138 / 8.214"
H 3.0031 -0.8737 2.8236 0.00
H -1.0146 2.1906 0.3474 0.00
H -1.2649 0.0265 2.8419 0.00
B -0.2516 -1.8130 2.5333 0.01
O -1.8547 0.7146 3.1694 0.00
H 2.0067 -0.2403 -1.3335 -0.01
H 0.7474 0.6006 0.5898 0.02
H 3.2714 -0.9259 -0.8317 0.00
Ni 1.2012 -1.3797 0.9936 1.81
H 0.3305 3.7926 -1.7518 0.00
H 0.1653 -0.7875 2.5612 0.03
H 0.2321 0.7196 -2.2482 0.00
H -2.5433 0.2384 3.6373 0.00
H -0.6355 -2.1069 3.5248 0.02
H -3.2004 -1.0445 -0.2548 0.00
O -3.2782 -1.5589 0.5538 0.00
H 1.0605 0.7704 -3.5243 0.00
H 0.6115 -2.4612 2.3182 0.02
H -2.5339 -1.2804 1.0885 0.00
H -1.8409 0.3947 -1.0634 -0.01
H -1.9588 2.6358 1.4500 0.00
O 0.4657 -2.9235 -0.2621 0.03
H -0.1200 -1.7114 -2.8149 0.00
H -0.2876 1.1253 -0.8452 0.00
H -1.0621 0.4248 0.5738 0.00
H 1.9031 2.0320 0.3611 0.00
O 2.5451 -0.2162 2.2942 0.02
O 0.6609 0.1578 -2.9026 0.00
H -0.0210 -2.6863 -1.0589 0.00
O -2.6939 0.1759 -1.4691 0.00
H -2.8134 0.8511 -2.1393 0.00
H 1.2713 4.4627 -2.7389 0.00
O 2.5960 2.3590 -0.2163 0.00
H 0.8094 -3.8013 -0.4394 0.00
H 2.1281 2.8693 -0.8873 0.00
O 2.3293 -0.8541 -0.6644 0.02
O -1.3825 2.9768 0.7618 0.00
B -0.1413 0.3896 -0.0332 0.02
O -0.5195 -2.5805 -2.9247 0.00
H -0.1456 -0.6453 -0.4226 0.01
H -1.0329 -1.8290 1.7573 0.01
H -0.9152 -2.5570 -3.7973 0.00
H 2.9477 0.6192 2.5422 0.00
O 1.2255 3.7493 -2.0993 0.00

2.
31
Properties=species:S:1:pos:R:3:lowdin_charge:R:1 method="wB97M-V/def2-TZVPD" homo_energy_ev=-9.17 energy_ha=-816.8995 relative_energy_kj_mol=865.6 charge=0 homo_lumo_gap_ev=9.134
N -0.4510 0.5944 -0.6177 0.04
C -2.2878 -0.3937 0.5587 -0.07
O 0.0305 -1.6685 -1.1229 0.01
O -3.5532 2.2652 0.2947 0.04
H 2.3239 -0.3103 -2.1334 0.17
H -2.1026 -2.2558 -0.9979 0.04
H 1.8996 1.7978 -0.7188 0.16
C -2.4264 2.1550 -0.3020 -0.43
C -1.8269 0.6812 -0.4595 -0.23
H -3.3922 -3.5227 -0.8258 0.19
C 2.5344 -0.5480 1.3458 -0.21
H 4.8384 0.4161 1.0298 0.18
C -3.3698 -1.4619 0.3137 -0.40
H 2.5555 -2.3828 -0.1365 0.17
O -4.4443 -1.2804 1.0092 -0.01
H 3.9869 -1.1581 -0.1144 0.11
H 0.0792 1.5452 -0.5267 0.16
C 2.8241 -1.1395 -0.0463 -0.27
H -1.4626 -0.6202 1.2345 0.13
N -3.0892 -2.4064 -0.7521 0.10
C 2.0237 -0.1762 -0.9881 -0.31
H 1.3538 -0.1229 1.3394 0.13
C 3.4725 0.7829 0.9390 -0.18
H -2.2632 3.9776 -0.0913 0.26
H 3.4698 1.8462 1.5630 0.11
N 2.7744 1.0099 -0.5338 -0.09
C 0.4038 -0.4771 -0.9339 -0.35
H -2.1767 0.4231 -1.5293 0.19
H 2.6905 -1.0332 2.5456 0.17
O -1.6419 3.1674 -0.5811 0.08
H -2.7730 0.2955 1.2379 0.10

3.
59
Properties=species:S:1:pos:R:3:lowdin_charge:R:1 method="wB97M-V/def2-TZVPD" homo_energy_ev=-11.81 smiles="CC[C@@H](C)[C@H](N)c1cn([C@@H](CCCC[NH3+])C(=O)N2CCNCC2)nn1" energy_ha=-1126.5045 relative_energy_kj_mol=0.0 charge=+1 homo_lumo_gap_ev=9.859
H 2.0801 5.7738 2.0975 0.12
H -2.1041 -1.7242 4.3210 0.13
H 0.6334 -5.3580 -3.7553 0.08
H 1.2466 -3.6143 -2.0734 0.13
C -2.6087 1.2115 0.7402 -0.11
C 0.9694 -4.7122 -4.5634 -0.10
H 1.0723 4.3748 0.2978 0.12
C -1.1086 1.2444 0.3567 -0.15
H 2.9285 -4.3286 -3.7939 0.11
H -2.8292 -0.9256 0.8648 0.10
N -0.8488 -1.8281 2.6317 0.13
H 1.3713 -5.3382 -5.3560 0.07
H -3.5120 0.0264 3.5668 0.12
C 1.6226 -2.9315 -2.8418 -0.35
H -0.8567 -1.6361 1.5370 0.08
H -0.9543 2.0841 -0.3273 0.15
N -0.0496 2.6617 2.0704 -0.03
H 0.1112 5.7882 0.8113 0.13
C -3.1204 -0.0491 1.4423 -0.17
C -0.6069 3.9055 1.5777 -0.13
H 3.2838 -1.5411 -3.0302 0.08
H 1.2710 1.9317 3.5026 0.12
H 0.1075 -4.1824 -4.9624 0.06
H 3.5834 -2.8866 -1.9424 0.08
H 0.8550 -1.3194 -5.0590 0.08
H -1.3013 3.7492 0.7565 0.11
H 2.5823 3.3391 1.9603 0.13
O 0.3939 0.4620 2.0682 0.02
C 2.0430 -3.7509 -4.0667 -0.24
H -0.1753 -1.1110 2.9443 0.12
N -0.7311 -1.1613 0.1050 -0.02
H 2.6304 4.0451 3.5969 0.13
N -0.7161 0.0747 -0.3872 -0.05
C -0.1780 1.4308 1.5742 -0.39
H 2.5408 -1.5646 -1.4245 0.07
N 0.7317 -0.9163 -4.1382 0.07
C -0.2751 0.0271 -1.6609 0.05
H -1.8861 0.5126 3.1442 0.10
H 0.3035 3.3507 4.0010 0.14
N 1.3784 5.0698 2.2922 -0.07
H -1.1416 4.3818 2.4053 0.14
H -3.1759 1.3261 -0.1865 0.13
H 1.5864 -0.4248 -3.8996 0.08
H -2.8700 -2.3519 2.8517 0.13
C -2.6749 -0.2002 2.9073 -0.16
H -2.8185 2.0800 1.3657 0.12
H -0.3781 -2.5533 -3.5549 0.14
N -0.3219 -1.9892 -0.7874 0.13
C 2.8279 -2.1799 -2.2755 -0.06
C 1.9835 3.8345 2.7451 -0.19
C -2.1762 -1.6032 3.2378 -0.16
C 0.4569 -1.9581 -3.1655 -0.33
C -0.0262 -1.3116 -1.9100 -0.23
H -0.1819 0.8835 -2.2916 0.13
H -4.2094 -0.0048 1.4077 0.12
H 2.3368 -3.0788 -4.8772 0.11
C 0.5314 4.8383 1.1437 -0.20
H -0.4894 -2.7624 2.8228 0.16
C 0.8633 2.8903 3.1831 -0.11

4.
59
Properties=species:S:1:pos:R:3:lowdin_charge:R:1 method="wB97M-V/def2-TZVPD" homo_energy_ev=-11.43 energy_ha=-4920.0146 charge=+1 homo_lumo_gap_ev=8.264
O -7.0958 -2.7923 -2.9299 0.11
H -5.9904 -0.3395 -4.7676 0.07
C -0.3843 1.4972 0.8822 -0.24
C 1.7409 -0.0486 2.3877 -0.11
S -1.8856 2.2415 0.2863 0.60
C -5.8086 1.2786 -2.3144 -0.06
H 1.5334 -0.5843 -0.2708 0.12
C 0.1449 2.0047 2.2164 -0.19
C 0.2749 -3.0852 1.4278 -0.86
H 3.6175 3.0049 1.1584 0.09
O 6.2217 -0.0016 0.7516 -0.33
C 4.3368 2.2305 0.8998 -0.02
O -2.7510 1.1756 -0.1408 -0.30
H 0.3192 1.6702 0.0679 0.10
C -5.0137 -0.0020 -2.4510 -0.24
O 0.5959 -3.2040 2.5719 0.00
H -5.1507 2.1406 -2.4284 0.08
C -6.7800 -1.0339 -4.4944 0.01
H 1.6464 -0.5109 3.3773 0.13
N 2.9754 -2.0690 1.7827 0.10
H 0.9449 -0.4884 1.7879 0.08
H 4.7289 1.7684 1.8028 0.08
C 1.2447 -3.2983 0.2892 -0.13
Br 5.5002 -0.9523 -2.0305 0.44
I -1.7190 -2.5705 0.8847 1.00
O -5.8066 -1.1715 -2.2211 -0.01
H 1.5463 -4.3493 0.3011 0.14
H -0.6395 0.4396 0.9115 0.04
H 7.0999 -0.0499 0.3462 0.07
C 3.1089 -0.5490 1.8771 -0.20
H 3.3245 -3.0278 -0.0239 0.13
C -6.5703 -1.7443 -3.1770 -0.53
P 5.2241 -1.1483 0.1629 0.64
H 3.8925 -2.5048 1.9029 0.14
H -3.1426 3.4928 1.4217 0.12
O -2.4387 2.8582 1.6410 -0.15
H 3.8564 -0.3089 2.6359 0.16
C 2.5142 -1.0643 -0.3526 -0.13
H 4.2650 1.1942 -0.9754 0.09
H 0.2105 3.0945 2.1619 0.13
H -4.2481 -0.0398 -1.6794 0.09
H 5.1790 2.7160 0.4067 0.09
H 0.7483 -3.1176 -0.6638 0.10
H -6.2759 1.3228 -1.3307 0.08
H -6.8664 -1.7895 -5.2705 0.09
C 3.6847 1.2200 -0.0548 -0.34
H 2.3924 -2.4488 2.5398 0.15
H -4.5042 -0.0690 -3.4140 0.11
F 2.4170 1.6863 -0.4339 -0.02
H -7.7222 -0.4896 -4.4398 0.10
H -0.5723 1.7763 3.0061 0.12
H 2.2902 2.0526 2.0626 0.07
H 2.6850 -1.1712 -1.4230 0.11
H -6.5986 1.3482 -3.0622 0.07
C 2.5084 -2.4140 0.3647 -0.24
C 3.5565 -0.2329 0.4269 -0.46
O -1.5855 3.3156 -0.6177 -0.27
H 1.6794 1.6753 3.6441 0.13
C 1.5411 1.4667 2.5798 -0.14